Version a
DFT (ωB97M-V with the def2-TZVPD basis set) results for a cluster of 2 separate species, C5H8ClN2 in total.

Structure (XYZ):
```
16
C5H8ClN2 | the Open Molecules 2025 dataset | ωB97M-V with the def2-TZVPD basis set
Cl 5.696 -0.224 -0.371
N 0.537 -0.860 0.332
N 1.662 1.294 0.070
C 4.672 0.301 0.762
C -1.412 0.025 -0.721
C -0.883 -1.144 0.087
C -0.462 1.245 -0.362
C 0.857 0.385 0.126
H -1.123 -1.993 -0.541
H 1.107 -1.212 1.096
H -1.558 -1.273 0.895
H 5.284 1.094 1.515
H -0.139 2.015 -1.077
H -0.907 1.679 0.586
H -2.529 0.151 -0.470
H -1.409 -0.239 -1.877
```

Its charge is +1. The LUMO energy (alpha / beta) is -6.75 / -6.76 eV. The value obtained for the HOMO-LUMO gap (alpha / beta) is 5.63 / 5.62 eV. The value obtained for the molecular weight is 131.59 g mol⁻¹. As for the HOMO energy (alpha / beta): -12.39 / -12.38 eV.

Version b
DFT (ωB97M-V with the def2-TZVPD basis set) results for the ion C5H8ClN2 with charge +1.

Structure (XYZ):
```
16
C5H8ClN2 | the Open Molecules 2025 dataset | ωB97M-V with the def2-TZVPD basis set
Cl 4.090 0.155 -0.462
N -1.115 0.203 -0.275
N 1.725 -0.127 0.638
C -2.500 -0.159 0.047
C 0.999 -1.047 -0.016
C 2.875 0.384 0.687
C -0.559 1.371 -0.325
C -0.326 -0.929 -0.402
H -2.855 -0.605 -0.943
H 3.173 0.854 1.583
H -0.685 -1.736 -1.052
H -3.145 0.724 0.387
H -2.413 -0.689 0.915
H 0.443 1.425 -0.570
H 1.342 -1.979 -0.258
H -1.050 2.155 0.045
```

Its charge is +1. The LUMO energy is -4.89 eV. The value obtained for the HOMO-LUMO gap is 8.40 eV. The value obtained for the molecular weight is 131.59 g mol⁻¹. As for the HOMO energy: -13.29 eV.

Quick one: most stable of them? version b

Version a
DFT (ωB97M-V with the def2-TZVPD basis set) results for a cluster of 2 separate species, C6H16O in total.

Structure (XYZ):
```
23
C6H16O | the Open Molecules 2025 dataset | ωB97M-V with the def2-TZVPD basis set
O 2.672 -1.736 -2.273
C -1.118 0.383 2.042
C -0.671 0.057 0.579
C 0.413 1.105 0.196
C -1.894 0.216 -0.235
C -0.171 -1.394 0.614
C 0.914 1.020 -1.237
H -1.499 1.418 2.063
H 1.299 1.084 0.859
H -0.077 2.090 0.319
H -1.895 -0.287 2.447
H 1.702 1.741 -1.512
H -2.704 -0.473 0.057
H -0.971 -2.095 0.906
H 0.086 1.112 -1.959
H 0.664 -1.496 1.327
H -1.667 0.058 -1.303
H 3.632 -1.538 -2.189
H -2.248 1.252 -0.101
H 0.190 -1.671 -0.391
H 1.330 0.001 -1.306
H 2.242 -1.169 -1.594
H -0.228 0.322 2.692
```

Its charge is 0. The LUMO energy is 0.78 eV. The value obtained for the HOMO-LUMO gap is 11.61 eV. The value obtained for the molecular weight is 104.19 g mol⁻¹. As for the HOMO energy: -10.83 eV.

Version b
DFT (ωB97M-V with the def2-TZVPD basis set) results for a cluster of 2 separate species, C6H16O in total.

Structure (XYZ):
```
23
C6H16O | the Open Molecules 2025 dataset | ωB97M-V with the def2-TZVPD basis set
O -0.271 -0.484 -3.480
C -0.019 -0.207 2.629
C -1.062 -1.986 -1.780
C 0.969 1.970 1.631
C -0.241 -0.718 -2.053
C 1.230 0.585 2.242
C -0.650 0.616 -1.371
H -0.304 0.840 -0.392
H 0.591 2.801 2.275
H -0.610 -2.748 -2.429
H -0.561 0.278 3.473
H -0.639 -0.507 1.807
H 0.817 -0.903 -1.843
H 0.455 -1.002 3.169
H 0.161 1.755 0.863
H -0.135 1.225 -2.152
H 2.069 0.644 2.923
H -0.966 -1.064 -3.800
H -2.128 -1.918 -1.890
H 1.881 2.287 1.129
H -0.721 -2.481 -0.865
H -1.658 1.023 -1.550
H 1.792 -0.006 1.463
```

Its charge is 0. The LUMO energy is 0.95 eV. The value obtained for the HOMO-LUMO gap is 11.26 eV. The value obtained for the molecular weight is 104.19 g mol⁻¹. As for the HOMO energy: -10.31 eV.

Quick one: most stable of them? version a